The following is a DFT calculation (ωB97M-V with the def2-TZVPD basis set) of 8 unconnected molecules or ions with the total composition C10H30O9S in a non-equilibrium geometry.

CARTESIAN COORDINATES (ANGSTROEM)
C -2.740 -1.329 -1.173
C -3.800 -0.841 -0.940
S -5.353 -0.203 -0.733
C -6.523 -1.763 -0.896
O -7.589 -1.608 -1.438
O -5.979 -2.724 -0.411
H -2.015 -2.039 -1.482
H -5.560 0.618 -1.791
C 0.411 -0.051 0.033
O 0.058 -1.428 -0.169
H -0.455 0.561 -0.197
H 0.707 0.116 1.064
H 1.233 0.220 -0.636
H 0.832 -1.959 0.035
C -2.812 -0.966 -5.488
O -2.435 -1.566 -4.252
H -2.031 -0.268 -5.779
H -2.919 -1.727 -6.265
H -3.754 -0.422 -5.378
H -3.133 -2.179 -4.006
C 2.522 2.652 2.431
O 2.187 1.278 2.253
H 1.645 3.249 2.198
H 2.820 2.839 3.467
H 3.336 2.931 1.757
H 2.967 0.751 2.458
C -0.054 2.679 -2.997
O -0.859 1.794 -2.225
H -0.275 3.697 -2.688
H 1.008 2.476 -2.828
H -0.279 2.572 -4.061
H -0.653 0.898 -2.509
C 4.015 -1.950 4.283
O 3.438 -1.202 3.218
H 4.822 -1.368 4.720
H 3.265 -2.155 5.051
H 4.418 -2.887 3.898
H 2.731 -1.735 2.843
C 3.652 -4.943 2.051
O 2.703 -4.142 1.342
H 4.641 -4.749 1.646
H 3.636 -4.682 3.111
H 3.412 -6.001 1.929
H 1.837 -4.329 1.714
C -0.799 5.486 1.299
O 0.573 5.220 1.019
H -0.846 6.306 2.011
H -1.326 5.774 0.386
H -1.278 4.605 1.734
H 0.600 4.495 0.389

Force components x, y, z for each atom (eV/Å):
0.1 -1.0 -0.3
-1.2 1.0 -0.4
0.8 1.4 0.9
-2.5 -4.3 -0.7
0.5 2.1 -0.1
1.3 1.0 0.5
0.7 0.3 0.2
0.3 -0.4 -0.1
0.1 -0.5 0.1
-0.1 0.0 -0.1
-0.1 -0.1 0.0
0.1 0.2 0.0
0.0 0.2 0.1
0.0 0.0 0.0
-0.1 -0.2 0.2
0.1 0.1 -0.1
0.0 0.0 0.1
0.0 0.1 -0.1
0.0 0.1 -0.1
0.0 0.0 0.1
0.1 -0.4 0.0
0.0 0.3 0.0
0.0 0.0 0.0
0.0 0.2 0.0
0.0 0.2 0.1
-0.1 -0.2 0.2
0.0 -0.4 0.0
0.0 0.3 -0.1
0.0 0.0 0.0
0.0 0.1 -0.1
0.1 0.1 0.0
-0.1 -0.1 0.1
-0.3 0.0 -0.2
0.1 0.1 0.1
0.0 0.1 -0.1
0.1 -0.1 0.1
0.1 0.0 0.2
0.0 0.0 -0.1
-0.5 0.0 0.0
0.1 0.2 0.1
0.0 0.1 -0.1
0.1 -0.2 0.0
0.1 0.0 0.1
-0.1 -0.1 -0.1
0.2 -0.2 -0.2
-0.1 0.1 0.1
0.1 0.0 0.0
-0.1 0.0 0.1
-0.1 0.1 0.0
0.1 0.0 0.0

Calculated values
LUMO in eV: 0.2
HOMO in eV: -9.94

Want to see where the charge sits? The Mulliken charges in e are: 0.409, -0.596, -0.179, 0.734, -0.556, -0.535, 0.486, 0.211, -0.425, -0.472, 0.227, 0.224, 0.226, 0.248, -0.563, -0.444, 0.197, 0.276, 0.252, 0.289, -0.418, -0.388, 0.037, 0.262, 0.290, 0.280, -0.615, -0.402, 0.211, 0.279, 0.260, 0.255, -0.529, -0.457, 0.267, 0.281, 0.134, 0.244, -0.583, -0.446, 0.242, 0.215, 0.287, 0.295, -0.551, -0.477, 0.241, 0.247, 0.259, 0.273

---

The following is a DFT calculation (ωB97M-V with the def2-TZVPD basis set) of 4 unconnected molecules or ions with the total composition C2H12N2O3 in a non-equilibrium geometry.

CARTESIAN COORDINATES (ANGSTROEM)
C 1.562 -1.228 0.199
N 0.138 -1.167 -0.050
C -0.715 -1.924 0.677
N -1.932 -1.603 0.836
H 1.899 -2.250 0.393
H 2.199 -0.969 -0.647
H 1.844 -0.597 1.045
H -0.214 -0.257 -0.321
H -0.265 -2.845 1.032
H -2.622 -2.273 1.136
H 1.525 2.511 -4.418
H 0.264 1.701 -4.071
O 0.587 2.428 -4.616
H 1.770 2.084 3.219
H 2.911 2.543 2.235
O 2.395 1.789 2.545
H -4.189 1.231 0.667
H -3.331 0.035 0.246
O -3.825 0.792 -0.106

Force components x, y, z for each atom (eV/Å):
0.8 -0.2 0.3
0.4 0.1 0.0
-0.2 -0.3 -0.3
-1.1 1.1 -0.6
-0.4 -0.1 0.3
-0.5 0.5 -0.3
0.1 0.0 -0.1
-0.1 -0.1 0.0
0.1 -0.3 0.1
0.6 -0.5 0.5
0.0 -0.1 0.2
0.1 0.1 0.1
-0.1 0.1 -0.3
0.0 0.4 0.0
-0.1 0.3 0.1
0.1 -0.8 -0.2
0.1 0.0 0.0
0.4 0.0 0.0
-0.2 -0.1 0.0

Calculated values
2S+1: 2
LUMO (spin up / spin down) in eV: 3.5 / 3.4
Expectation value of S²: 0.750
Net charge: -1
HOMO (spin up / spin down) in eV: 0.95 / -6.21
ΔE to the lowest compared entry with this formula, charge and spin in kcal per mole: 15.1

Want to see where the charge sits? The Mulliken charges in e are: -1.512, 0.046, -0.155, -0.526, 0.320, 0.667, 0.185, 0.196, 0.226, 0.209, 0.460, 0.448, -1.096, 0.667, 0.798, -1.947, 0.331, 0.433, -0.750

---

The following is a DFT calculation (ωB97M-V with the def2-TZVPD basis set) of a single C9H7F3N2O molecule in a non-equilibrium geometry.

CARTESIAN COORDINATES (ANGSTROEM)
C -1.861 1.412 0.129
C -0.905 1.931 0.967
C -1.883 0.113 -0.250
C 0.147 1.089 1.383
C -0.883 -0.718 0.028
C 0.191 -0.254 0.877
C 2.464 -1.397 -1.318
C 2.749 -0.451 -0.467
C 3.666 0.629 -0.178
N 1.293 -2.250 0.603
N 1.292 -0.985 1.086
O 1.464 -2.335 -0.853
F 4.515 0.449 0.976
F 4.507 0.794 -1.243
F 3.158 1.869 -0.012
H -2.857 1.892 -0.049
H -0.738 3.011 1.194
H -2.707 -0.304 -0.938
H 0.973 1.408 2.020
H -0.692 -1.751 -0.349
H 2.955 -1.816 -2.188
H 2.040 -2.911 0.903

Force components x, y, z for each atom (eV/Å):
-3.0 1.9 0.8
2.3 0.5 0.5
-2.5 -1.9 -2.6
-0.2 -1.5 -0.8
3.9 -1.9 1.5
-3.3 2.6 -1.6
-0.5 -0.9 2.3
-1.7 -0.4 1.9
2.6 1.7 0.6
0.0 -0.5 -1.1
4.8 -2.2 -1.2
0.3 0.5 0.1
-1.9 -0.2 -2.3
0.1 -0.5 0.4
-0.6 -0.9 0.3
1.4 0.4 -0.1
-0.9 -1.0 0.0
1.1 1.0 1.3
-0.3 0.1 -0.2
-1.0 1.1 0.2
-0.3 0.5 -0.2
-0.4 1.6 0.3

Calculated values
LUMO in eV: -1.2
HOMO in eV: -8.61
ΔE to the lowest compared entry with this formula, charge and spin in kcal per mole: 103.7

Want to see where the charge sits? The Mulliken charges in e are: -0.302, -0.549, -0.318, -0.126, -0.178, 0.375, 0.099, -0.237, 0.658, -0.370, -0.338, -0.302, -0.271, -0.279, -0.221, 0.271, 0.303, 0.252, 0.421, 0.385, 0.419, 0.310